Entry 1:
The following is a quantum chemistry calculation of an isolated ion of composition C3H3O3S and charge -1 in a non-equilibrium geometry, from the Open Molecules 2025 dataset.

Last column: Löwdin charge in e.
Element x y z (Å)
H 1.22488 -0.80026 1.33053  0.1076
H -0.88474 1.13942 -2.02245  0.0268
O -0.00829 0.79323 -2.08692  0.0641
O -0.57326 -1.86552 0.74746  -0.2800
C 0.05562 -0.79198 1.30530  -0.4964
C -0.16293 0.36300 0.27631  -0.5617
S -1.43007 1.49128 0.27672  0.6168
H -0.48716 -0.67398 2.25388  0.0823
O 1.70549 0.00584 -1.08446  0.1008
C 0.56046 0.33897 -0.99636  -0.6602

## Properties
Charge: -1
ΔE to the lowest compared entry with this formula, charge and spin (eV): 1.806
Spin multiplicity: 1
HOMO-LUMO gap (spin up / spin down) (eV): 6.703 / 6.710
Highest occupied orbital energy (spin up / spin down) (eV): -3.63 / -3.64



Entry 2:
The following is a quantum chemistry calculation of C3H3O3Sc as an isolated structure in a non-equilibrium geometry, from the Open Molecules 2025 dataset.

Last column: Löwdin spin population.
Element x y z (Å)
H 0.06010 -1.54794 -1.75814  0.0181
O -1.46806 0.63246 1.18459  0.0123
C 1.05531 1.26137 -0.47560  -0.3810
H 1.93189 1.86922 -0.16739  -0.0436
Sc -3.24009 1.37406 0.50481  1.0001
H 1.45012 -1.51214 -0.34072  0.0161
O 0.81161 0.55277 0.61653  -0.0577
C -0.49009 -0.03434 0.90060  0.0190
C 0.44686 -1.44534 -0.74823  0.3976
O -0.55764 -1.15012 0.28354  0.0192

## Properties
Charge: +3
ΔE to the lowest compared entry with this formula, charge and spin (eV): 1.193
Spin multiplicity: 2
HOMO-LUMO gap (spin up / spin down) (eV): 6.347 / 9.475
Highest occupied orbital energy (spin up / spin down) (eV): -22.83 / -24.48
Expectation value of S²: 1.20



Entry 3:
The following is a quantum chemistry calculation of C3H3O3Tm as an isolated structure in a non-equilibrium geometry, from the Open Molecules 2025 dataset.

Last column: Löwdin spin population.
Element x y z (Å)
C 0.43106 0.97154 -0.77888  0.2818
O 0.78048 -0.24421 -0.58259  0.1572
C 0.10017 -1.14459 0.41656  0.0188
Tm -1.30733 -4.32263 -0.11455  1.8206
O -0.30191 -2.16136 -0.16965  0.0958
C 0.13168 1.88823 0.25711  0.4778
H 0.16617 1.19555 -1.81613  0.0143
H 0.54702 1.78375 1.25902  0.0178
O -0.03779 -0.70080 1.51703  0.0956
H -0.50956 2.73451 0.01209  0.0202

## Properties
Charge: +3
ΔE to the lowest compared entry with this formula, charge and spin (eV): 1.649
Spin multiplicity: 4
HOMO-LUMO gap (spin up / spin down) (eV): 4.885 / 3.415
Highest occupied orbital energy (spin up / spin down) (eV): -21.61 / -22.50
Expectation value of S²: 3.76



Entry 4:
The following is a quantum chemistry calculation of one molecule with the formula C3H3OP in a non-equilibrium geometry, from the Open Molecules 2025 dataset.

Last column: Löwdin charge in e.
Element x y z (Å)
H 0.05987 2.23551 0.00571  0.0555
O -1.23888 -1.00576 0.02689  -0.4418
C 0.14990 -1.07795 0.00722  -0.2277
P -1.87531 0.50451 -0.00326  0.9289
H 0.61335 -2.12505 0.07562  0.1459
C -0.27558 1.16575 0.04672  -0.3659
C 0.73312 0.10689 -0.03530  -0.2066
H 1.83352 0.19610 -0.12360  0.1119

## Properties
ΔE to the lowest compared entry with this formula, charge and spin (eV): 0.000
Spin multiplicity: 1
HOMO-LUMO gap (eV): 9.288
Highest occupied orbital energy (eV): -8.72